Below is an isolated ion of composition C27H26N3S and charge +1 at a distorted geometry, with properties calculated with ωB97M-V with the def2-TZVPD basis set.

Atoms and positions in Å:
C: 2.49169 1.45596 3.72334
C: 1.36858 0.63793 3.24254
N: 0.21923 0.67465 3.99516
C: -0.08071 1.67275 5.02528
C: -0.68159 -0.27854 3.54694
C: -0.09520 -0.88358 2.38836
C: -0.82824 -1.98404 1.87631
C: -2.12723 -2.25480 2.39587
C: -2.71821 -1.48415 3.39716
C: -1.97785 -0.46212 3.99038
C: 1.16688 -0.19155 2.12272
C: 2.31501 -0.56761 1.10322
C: 2.31333 -2.13184 0.91852
C: 1.95742 -3.15906 1.83361
C: 2.06300 -4.50514 1.47756
C: 2.53704 -4.91287 0.22313
C: 3.05654 -3.91105 -0.59782
C: 2.93602 -2.55890 -0.25555
H: 3.45111 1.13206 3.29306
H: 2.25253 2.48442 3.41119
H: 2.61185 1.48912 4.82648
H: -1.11873 1.54742 5.31901
H: 0.55782 1.53079 5.90098
H: 0.05175 2.69581 4.64922
H: -0.42874 -2.57766 1.05709
H: -2.71070 -3.07469 1.97656
H: -3.74179 -1.66402 3.70610
H: -2.40562 0.19103 4.76315
H: 3.25850 -0.30987 1.61353
H: 1.64743 -2.98763 2.88006
H: 1.69624 -5.30081 2.13825
H: 2.52179 -5.96137 -0.08607
H: 3.47836 -4.14975 -1.57279
H: 3.39759 -1.81549 -0.89106
C: 5.89831 3.63062 -3.87036
C: 4.64553 3.15418 -3.49840
C: 4.55385 2.24312 -2.43013
C: 5.66379 1.75777 -1.73942
C: 6.92398 2.22360 -2.13573
C: 7.03164 3.15138 -3.19868
S: 5.18971 0.60189 -0.48352
C: 3.48623 0.81202 -0.87189
N: 2.39044 0.16093 -0.27097
C: 1.08429 0.55045 -0.82561
C: 1.12829 0.96394 -2.26944
C: 2.11145 2.04931 -2.53130
N: 3.36413 1.65643 -1.90863
H: 6.01809 4.36632 -4.67060
H: 3.77843 3.49755 -4.04818
H: 7.79560 1.85538 -1.61476
H: 8.02175 3.50234 -3.50925
H: 0.40911 -0.27894 -0.65907
H: 0.76908 1.39428 -0.20470
H: 1.36273 0.12947 -2.92657
H: 0.14246 1.35106 -2.48403
H: 2.29650 2.10343 -3.59708
H: 1.83418 3.05719 -2.20056

Atomic forces in eV per Å
C 0.69 0.80 -0.17
C -1.36 -0.61 -0.61
N 0.16 0.03 0.33
C 0.31 -0.28 -0.15
C 0.84 1.03 -1.06
C -1.01 -0.44 0.36
C -1.01 0.55 0.14
C 1.05 -0.10 -0.76
C 0.55 0.52 0.18
C -0.65 -0.37 0.12
C 1.35 -0.07 0.19
C -0.25 -0.90 1.55
C 1.07 -0.06 -0.66
C 0.20 0.41 0.56
C -0.30 -0.51 -0.50
C 0.18 0.90 0.13
C -0.42 -0.02 -0.38
C 0.00 -0.69 0.20
H -0.33 0.29 0.06
H 0.58 -0.01 0.10
H -0.26 -0.31 -0.68
H 0.14 0.09 0.07
H -0.13 0.04 -0.04
H -0.01 -0.29 -0.01
H -0.26 0.08 0.16
H 0.29 0.15 0.01
H 0.13 -0.06 -0.03
H 0.17 -0.55 -0.35
H -0.25 0.01 -0.29
H -0.05 0.37 -0.87
H 0.22 0.61 0.03
H 0.12 0.42 0.19
H 0.05 -0.07 0.26
H -0.19 -0.18 -0.25
C 0.29 -0.47 0.51
C 0.00 -0.15 0.29
C -0.17 -0.67 0.46
C 0.08 0.73 -0.75
C -0.14 0.18 -0.26
C 0.05 -0.44 0.59
S -0.41 0.16 -0.05
C -1.32 -1.14 1.21
N 1.62 1.28 -0.61
C 0.35 0.34 0.86
C -0.70 -0.16 0.10
C 0.20 0.13 0.05
N 0.22 0.71 -0.40
H -0.18 -0.37 0.28
H -0.04 -0.05 0.22
H 0.20 0.11 -0.13
H -0.40 -0.20 0.26
H -0.19 -0.14 -0.01
H -0.45 -0.05 -0.10
H -0.17 -0.19 0.01
H -0.36 -0.17 -0.39
H 0.01 0.06 -0.18
H -0.12 -0.26 0.18

- Strongest force on any atom: 0.042 Eh/bohr
- Net charge: +1
- Energy relative to the best compared isomer or geometry (same formula, charge and spin): 18.09 kcal/mol
- HOMO energy: -10.196 eV
- Frontier orbital gap: 7.4 eV
- E_tot: -43720.607 eV